Entry 1:
ORCA calculation (ωB97M-V/def2-TZVPD) on a molecular structure, C16H24N4O3S at a distorted geometry.

HOMO-LUMO gap = 7.7802 eV
Energy relative to the best compared isomer or geometry (same formula, charge and spin) = 513.7 kcal/mol

Structure (ORCA input):
```
! wB97M-V def2-TZVPD RIJCOSX def2/J DEFGRID3
* xyz 0 1
C -4.768 -3.587 0.074
C -5.263 -2.194 0.017
C -4.271 -1.010 -0.444
H -4.905 -0.180 -0.513
H -4.021 -1.513 -1.564
C -3.302 -1.034 0.599
C -2.506 0.122 0.295
O -1.396 0.183 -0.603
N -2.991 1.476 0.395
H -3.770 1.446 0.986
S -2.499 3.160 -0.168
O -3.131 4.005 0.611
O -2.830 2.798 -1.668
C -0.664 2.988 0.000
C -0.132 2.903 1.098
C 1.171 2.743 1.483
C 2.078 2.419 0.273
C 1.411 2.572 -0.972
C 0.189 2.882 -1.240
H -0.434 2.822 -2.018
H 2.028 2.537 -2.019
N 3.289 2.643 0.512
N 4.236 1.827 0.061
N 3.929 0.555 -0.245
C 5.153 -0.122 -0.969
H 5.136 -0.651 -1.758
C 5.322 -1.642 0.259
C 3.973 -1.824 0.662
C 2.815 -1.719 -0.268
C 2.740 -0.209 -0.415
H 2.190 0.201 -1.463
H 2.057 0.152 0.222
H 1.965 -2.091 -0.104
H 3.192 -2.229 -1.356
H 3.955 -3.124 0.886
H 3.670 -1.298 1.660
H 5.896 -1.119 0.965
H 5.887 -2.226 0.044
H 6.003 0.413 -0.673
H 1.595 2.905 2.425
H -0.681 2.968 2.245
H -3.752 -0.737 1.806
H -2.710 -1.874 0.537
H -6.327 -2.294 -0.623
H -5.880 -1.903 0.957
H -5.428 -4.390 0.202
H -4.329 -3.913 -0.953
H -3.891 -3.837 0.761
*
```

Atomic partial charges in e from the Mulliken method, atoms 1 to 8:
1 C -1.154
2 C -0.429
3 C -0.327
4 H 0.273
5 H 0.204
6 C -0.373
7 C 0.387
8 O -0.619

***

Entry 2:
ORCA calculation (ωB97M-V/def2-TZVPD) on a molecular structure, C5H8N at a distorted geometry.

HOMO-LUMO gap = 10.3964 eV
Energy relative to the best compared isomer or geometry (same formula, charge and spin) = 106.2 kcal/mol

Structure (ORCA input):
```
! wB97M-V def2-TZVPD RIJCOSX def2/J DEFGRID3
* xyz 1 1
C 1.126 -1.140 0.423
C 0.467 0.758 0.475
C 1.787 0.460 -0.382
C -0.203 -0.636 0.709
C -1.178 -1.023 -0.537
N 2.146 -0.918 -0.178
H 0.874 1.033 1.467
H -0.121 1.385 -0.056
H 1.415 0.568 -1.370
H 2.650 1.056 -0.398
H -0.462 -0.875 1.671
H -1.902 -0.126 -0.636
H -1.584 -2.064 -0.289
H -0.572 -1.035 -1.452
*
```

Atomic partial charges in e from the Mulliken method, atoms 1 to 8:
1 C 0.326
2 C -0.654
3 C -0.549
4 C 0.231
5 C -1.011
6 N -0.252
7 H 0.301
8 H 0.447

***

Entry 3:
ORCA calculation (ωB97M-V/def2-TZVPD) on C15H18N2O4S3 in the gas phase.

HOMO-LUMO gap = 8.8045 eV
SMILES string = Cc1ccc(S(=O)(=O)c2nc(S(C)(=O)=O)sc2N2CCCC2)cc1

Structure (ORCA input):
```
! wB97M-V def2-TZVPD RIJCOSX def2/J DEFGRID3
* xyz 0 1
C -4.944 -1.863 1.836
C -3.909 -1.296 0.915
C -3.712 0.077 0.819
C -2.739 0.593 -0.019
C -1.968 -0.271 -0.770
C -2.146 -1.639 -0.695
C -3.116 -2.147 0.148
H -3.264 -3.215 0.215
H -1.525 -2.278 -1.301
S -0.661 0.374 -1.805
O -0.819 1.800 -1.946
O -0.564 -0.403 -3.008
C 0.791 -0.017 -0.827
N 0.971 -1.353 -0.793
C 2.048 -1.715 -0.203
S 3.006 -0.403 0.425
C 1.791 0.715 -0.199
N 1.941 2.024 0.006
C 3.146 2.557 0.608
C 2.919 4.064 0.603
H 3.211 4.484 -0.359
C 1.406 4.169 0.781
H 1.142 4.013 1.828
C 0.885 3.016 -0.073
H 0.726 3.319 -1.112
H -0.056 2.601 0.293
H 1.009 5.128 0.460
H 3.475 4.568 1.390
H 3.258 2.170 1.631
H 4.025 2.251 0.035
S 2.521 -3.423 -0.041
O 3.945 -3.465 0.135
O 1.704 -4.017 0.980
C 2.067 -4.103 -1.649
H 2.821 -3.801 -2.363
H 1.098 -3.694 -1.903
H 2.026 -5.181 -1.558
H -2.580 1.656 -0.117
H -4.325 0.747 1.405
H -5.505 -2.654 1.343
H -5.635 -1.094 2.170
H -4.462 -2.296 2.713
*
```

Atomic partial charges in e from the Mulliken method, atoms 1 to 8:
1 C -1.429
2 C 0.937
3 C -0.790
4 C -0.374
5 C 0.139
6 C -0.242
7 C -0.855
8 H 0.385

***

Entry 4:
ORCA calculation (ωB97M-V/def2-TZVPD) on a molecular structure, C5H10NO at a distorted geometry.

HOMO-LUMO gap = 1.9776 eV
Energy relative to the best compared isomer or geometry (same formula, charge and spin) = 199.3 kcal/mol

Structure (ORCA input):
```
! wB97M-V def2-TZVPD RIJCOSX def2/J DEFGRID3
* xyz -1 1
N 3.531 -2.764 -1.837
C -3.074 -0.418 0.534
C -2.970 -0.522 2.003
C 3.070 -0.540 -2.758
C 3.137 -1.663 -1.942
C -1.436 2.116 1.387
O -0.437 2.849 1.803
H -2.297 -1.030 0.094
H -3.082 0.594 1.302
H -4.009 -0.522 -0.004
H -3.893 -0.742 2.532
H -2.167 -1.182 2.302
H 2.705 0.427 -2.437
H 3.631 -0.507 -3.681
H -1.349 1.866 0.296
H -2.373 2.635 1.693
H -1.446 1.073 1.852
*
```

Atomic partial charges in e from the Mulliken method, atoms 1 to 8:
1 N -0.611
2 C -0.434
3 C -0.627
4 C -0.851
5 C 0.296
6 C -0.353
7 O -0.617
8 H 0.299

***

Entry 5:
ORCA calculation (ωB97M-V/def2-TZVPD) on a molecular structure, C31H47NO3P2SYb at a distorted geometry.

HOMO-LUMO gap (alpha / beta) = 5.4644 / 5.4525 eV
Energy relative to the best compared isomer or geometry (same formula, charge and spin) = 0.0 kcal/mol

Structure (ORCA input):
```
! wB97M-V def2-TZVPD RIJCOSX def2/J DEFGRID3
* xyz 1 2
Yb -1.605 -1.197 0.362
C -3.854 -1.836 -0.096
C -3.082 -2.688 -0.920
C -2.482 -3.100 1.251
C -3.484 -2.095 1.265
C -2.237 -3.463 -0.101
C -4.977 -0.952 -0.549
H -4.834 -0.570 -1.566
H -5.117 -0.082 0.131
H -5.917 -1.522 -0.515
C -3.961 -1.384 2.491
H -4.567 -0.503 2.237
H -3.154 -1.051 3.161
H -4.620 -2.065 3.032
C -1.791 -3.662 2.468
H -2.489 -4.404 2.875
H -1.599 -2.906 3.237
H -0.853 -4.170 2.224
C -1.307 -4.569 -0.552
H -1.880 -5.508 -0.545
H -0.443 -4.703 0.114
H -0.935 -4.426 -1.574
C -3.269 -2.869 -2.413
H -3.936 -3.730 -2.543
H -2.335 -3.088 -2.940
H -3.744 -2.001 -2.881
C -1.217 1.086 -0.200
C -2.103 0.691 -1.127
C -1.803 0.382 -2.551
C -0.495 -0.446 -2.756
C -0.172 -1.501 -1.744
C 0.614 -1.329 -0.676
C 1.187 -0.005 -0.249
C 0.250 1.241 -0.380
H -1.720 1.372 -3.033
H 0.363 0.235 -2.805
H -2.649 -0.122 -3.046
H 0.367 1.702 -1.362
H -1.590 1.325 0.818
H -3.170 0.763 -0.891
H 0.571 1.991 0.360
H 1.586 -0.045 0.780
H 0.957 -2.194 -0.080
H 2.071 0.141 -0.903
H -0.555 -0.938 -3.741
H -0.454 -2.522 -2.034
P 5.324 1.197 -0.866
P 7.493 -1.071 -0.311
C 7.108 1.570 -1.305
C 8.110 0.683 -0.554
H 7.282 2.626 -1.052
H 7.229 1.459 -2.393
H 9.052 0.615 -1.118
H 8.338 1.107 0.436
C 8.820 -1.708 0.796
H 8.712 -2.796 0.887
H 8.706 -1.273 1.797
H 9.823 -1.476 0.412
C 8.082 -1.780 -1.918
H 9.145 -1.559 -2.095
H 7.484 -1.375 -2.744
H 7.940 -2.869 -1.897
C 4.912 2.785 -0.016
H 3.834 2.812 0.189
H 5.187 3.655 -0.630
H 5.446 2.837 0.943
C 4.532 1.516 -2.500
H 4.788 0.709 -3.200
H 4.852 2.478 -2.924
H 3.441 1.522 -2.371
O -7.378 1.175 3.147
S -6.905 2.111 2.112
O -7.630 2.235 0.835
N -5.560 1.178 1.531
C -4.330 1.640 1.625
O -3.390 0.841 1.246
C -4.323 2.973 2.246
C -3.216 3.808 2.516
C -3.471 5.074 3.116
C -4.789 5.471 3.434
C -5.865 4.613 3.155
C -5.600 3.374 2.563
H -2.211 3.496 2.268
H -2.659 5.742 3.332
H -4.988 6.433 3.891
H -6.895 4.891 3.386
*
```

Atomic partial charges in e from the Mulliken method, atoms 1 to 8:
1 Yb -0.428
2 C 0.983
3 C 0.693
4 C 0.311
5 C 0.493
6 C 0.837
7 C -1.298
8 H 0.344

***

Entry 6:
ORCA calculation (ωB97M-V/def2-TZVPD) on a molecular structure, C3H4INO2S2 at a distorted geometry.

HOMO-LUMO gap = 7.5991 eV
Energy relative to the best compared isomer or geometry (same formula, charge and spin) = 25.8 kcal/mol

Structure (ORCA input):
```
! wB97M-V def2-TZVPD RIJCOSX def2/J DEFGRID3
* xyz 0 1
C 2.239 -1.248 -0.859
C 0.729 0.411 -0.312
C 0.063 -0.886 0.174
N 2.067 -0.050 -0.371
O 2.691 -2.489 1.088
O 4.771 -1.494 0.308
S 0.748 -2.053 -1.051
S 3.687 -2.407 0.041
I 3.361 1.581 -0.274
H 0.407 0.660 -1.370
H 0.435 1.210 0.285
H 0.406 -1.223 1.145
H -1.031 -0.871 0.064
*
```

Atomic partial charges in e from the Mulliken method, atoms 1 to 8:
1 C 0.229
2 C -0.582
3 C -0.613
4 N -0.337
5 O -0.476
6 O -0.513
7 S -0.065
8 S 0.597

***

Number 1: E_tot -1466.29195 Ha. Number 2: E_tot -249.65586 Ha. Number 3: E_tot -2187.37941 Ha. Number 4: E_tot -326.16777 Ha. Number 5: E_tot -3729.09895 Ha. Number 6: E_tot -1415.90826 Ha.